Computed, not measured: a single C14H14N2S6 molecule, with ωB97M-V/def2-TZVPD.

Element x y z (Å)
N: 0.990 -1.427 6.426
N: -1.507 6.673 -3.176
C: 1.616 -1.460 5.462
C: -1.797 5.646 -3.644
S: 0.954 -2.472 0.873
S: -1.216 0.693 -1.324
S: -1.525 -1.002 1.469
S: 1.337 -0.711 -1.919
S: 1.146 -3.808 3.541
S: -1.514 1.654 -4.209
C: 0.188 -2.788 2.428
C: -0.669 0.711 -2.980
C: -1.008 -2.152 2.698
C: 0.523 0.096 -3.279
C: -0.134 -1.152 0.402
C: 0.003 -0.466 -0.795
C: -1.800 -2.283 3.960
C: 1.174 0.135 -4.636
C: 2.403 -1.427 4.230
C: -2.062 4.350 -4.270
C: 2.711 -2.834 3.777
C: -1.706 3.236 -3.274
H: -1.213 -2.858 4.668
H: -2.029 -1.322 4.422
H: -2.743 -2.796 3.710
H: 1.762 -0.779 -4.773
H: 1.840 1.025 -4.706
H: 0.426 0.183 -5.452
H: 3.356 -0.921 4.433
H: 1.850 -0.838 3.473
H: -1.506 4.302 -5.196
H: -3.135 4.314 -4.475
H: 3.258 -2.800 2.850
H: 3.302 -3.369 4.563
H: -2.489 3.128 -2.537
H: -0.784 3.519 -2.739

The LUMO energy is 0.296 eV. Its SMILES is CC1=C(SCCC#N)S/C(=C2\SC(C)=C(SCCC#N)S2)S1. The orbital gap is 7.28 eV. The total energy is -3040.45740 a.u.


Computed, not measured: a single C4H7NO2 molecule, with ωB97M-V/def2-TZVPD.

Element x y z (Å)
C: 0.942 -1.106 -0.699
N: 0.041 -0.076 -0.633
C: 0.367 1.344 -0.990
C: -0.960 -0.446 0.312
C: -0.228 -0.373 1.735
O: 0.582 0.497 1.901
O: 0.573 -2.288 -0.424
H: 1.907 -0.889 -1.122
H: 0.667 1.856 -0.100
H: -0.625 1.779 -1.543
H: 1.192 1.430 -1.612
H: -1.815 0.150 0.464
H: -1.560 -1.380 0.269
H: -1.084 -0.499 2.441

The LUMO energy is 0.408 eV. Its SMILES is CN(C=O)CC=O. The orbital gap is 9.67 eV. The total energy is -361.76265 a.u.


Computed, not measured: a molecular structure, C27H48BaOP2, with ωB97M-V/def2-TZVPD.

Element x y z (Å)
P: 0.002 -1.514 -6.008
P: 0.283 1.879 -5.797
C: -0.263 -0.415 -7.476
C: 0.452 0.950 -7.410
H: -1.351 -0.288 -7.589
H: 0.097 -0.998 -8.339
H: 1.531 0.835 -7.598
H: 0.047 1.622 -8.183
C: -1.400 2.552 -6.071
H: -1.661 3.207 -5.232
H: -2.145 1.749 -6.148
H: -1.390 3.134 -7.001
C: 1.309 3.351 -6.051
H: 0.929 3.926 -6.905
H: 2.346 3.045 -6.234
H: 1.267 3.964 -5.144
C: -1.038 -2.968 -6.294
H: -0.937 -3.641 -5.435
H: -0.712 -3.483 -7.207
H: -2.087 -2.662 -6.390
C: 1.664 -2.148 -6.411
H: 2.408 -1.342 -6.411
H: 1.623 -2.609 -7.407
H: 1.947 -2.909 -5.674
Ba: 1.270 0.528 1.229
C: 0.389 1.918 -3.168
C: -0.967 1.699 -3.087
C: -1.674 0.555 -3.694
C: -1.964 -0.663 -2.779
C: -0.870 -1.674 -2.718
C: 0.378 -1.608 -3.203
C: 1.140 -0.415 -3.712
C: 1.400 0.835 -2.848
C: 0.304 -1.881 1.676
H: 0.753 2.945 -3.016
H: -1.597 2.457 -2.610
H: -1.146 0.193 -4.599
H: -2.647 0.934 -4.073
H: -2.264 -0.289 -1.781
H: -2.861 -1.161 -3.181
H: -1.160 -2.585 -2.176
H: 1.003 -2.507 -3.083
H: 0.604 0.012 -4.592
H: 2.105 -0.754 -4.133
H: 1.456 0.557 -1.772
H: 2.390 1.235 -3.110
H: 1.052 -2.515 2.194
H: 0.245 -2.270 0.638
H: -0.676 -2.091 2.146
C: 0.907 4.250 2.273
C: -0.439 4.305 3.004
C: -1.602 4.073 2.033
C: -0.524 3.369 4.215
C: -0.709 3.849 5.506
C: -0.828 2.967 6.588
C: -0.826 1.583 6.388
C: -0.646 1.063 5.112
C: -0.568 -0.430 4.828
C: 0.768 -1.011 5.273
C: -1.750 -1.183 5.431
C: -0.392 1.970 4.054
O: 0.088 1.470 2.929
H: 0.994 3.348 1.639
H: 1.749 4.266 2.971
H: 1.008 5.121 1.615
H: -0.548 5.314 3.426
H: -1.557 3.063 1.603
H: -2.559 4.180 2.554
H: -1.581 4.807 1.222
H: -0.766 4.929 5.668
H: -0.936 3.363 7.595
H: -0.960 0.897 7.230
H: -0.630 -0.550 3.736
H: 0.808 -1.083 6.370
H: 0.919 -2.010 4.849
H: 1.602 -0.375 4.943
H: -2.695 -0.756 5.077
H: -1.725 -2.235 5.127
H: -1.737 -1.136 6.527

The LUMO energy is -0.559 eV. The orbital gap is 6.29 eV. The total energy is -1840.85289 a.u.


Computed, not measured: a molecular structure, C3H6N3O3, with ωB97M-V/def2-TZVPD.

Element x y z (Å)
C: 2.286 -1.543 -0.184
C: 0.590 1.249 -0.058
C: 0.500 0.014 -0.808
N: -1.419 -0.891 0.424
N: 1.426 -0.868 -0.894
N: -2.300 -0.764 -0.310
O: -3.871 -1.073 0.431
O: 3.506 -1.423 -0.173
O: -2.579 -0.310 -1.386
H: 1.936 -2.559 0.287
H: -0.421 1.414 0.271
H: 0.965 2.002 -0.779
H: 1.187 1.040 0.931
H: -0.159 0.146 -1.721
H: -3.835 -1.523 1.326

The LUMO energy is 3.713 eV. The orbital gap is 7.97 eV. The total charge is -1. The total energy is -507.76637 a.u.